Below is 9 unconnected molecules or ions with the total composition C21H63N9O9 in a non-equilibrium geometry, with properties calculated with ωB97M-V/def2-TZVPD.

Last column: Löwdin charge in e.
CARTESIAN COORDINATES (ANGSTROEM)
1 C -1.723 -24.416 7.401  -0.08
2 C -0.370 -25.057 7.101  -0.33
3 O 0.574 -24.092 6.902  -0.11
4 H -2.211 -23.792 6.686  0.05
5 H -1.574 -23.897 8.387  0.09
6 H -2.531 -25.129 7.666  0.08
7 H -0.470 -25.707 6.239  0.11
8 H -0.070 -25.642 8.013  0.13
9 H 0.224 -23.391 6.356  0.01
10 C 5.720 -25.673 6.238  -0.09
11 C 4.787 -24.511 6.393  -0.29
12 O 3.426 -25.101 6.379  -0.11
13 H 6.697 -25.319 5.945  0.07
14 H 5.312 -26.246 5.437  0.06
15 H 5.630 -26.351 7.107  0.09
16 H 4.927 -23.851 5.581  0.07
17 H 4.832 -23.972 7.308  0.10
18 H 2.667 -24.559 6.670  0.04
19 C 2.084 -21.045 2.427  -0.08
20 C 2.611 -22.335 3.073  -0.30
21 O 3.477 -22.134 4.186  -0.12
22 H 3.039 -20.437 2.192  0.09
23 H 1.514 -20.472 3.174  0.05
24 H 1.507 -21.193 1.524  0.07
25 H 3.128 -22.897 2.349  0.09
26 H 1.728 -22.915 3.384  0.11
27 H 4.174 -21.485 3.951  0.03
28 C -1.226 -21.714 4.728  -0.64
29 O -0.212 -22.302 5.138  -0.03
30 N -1.867 -22.235 3.618  0.16
31 N -1.710 -20.709 5.445  0.19
32 H -1.435 -23.122 3.405  0.10
33 H -2.797 -22.001 3.265  0.11
34 H -1.140 -20.260 6.193  0.08
35 H -2.405 -20.143 4.931  0.12
36 C -1.704 -16.722 6.656  -0.66
37 O -2.482 -15.790 6.428  0.01
38 N -0.396 -16.781 6.252  0.15
39 N -2.083 -17.784 7.441  0.15
40 H 0.181 -15.955 6.146  0.08
41 H 0.240 -17.556 6.497  0.06
42 H -3.056 -17.748 7.721  0.10
43 H -1.555 -18.580 7.767  0.07
44 C 1.308 -20.282 6.648  -0.62
45 O 0.317 -19.698 7.211  -0.09
46 N 2.059 -19.643 5.723  0.20
47 N 1.724 -21.515 6.954  0.19
48 H 1.936 -18.661 5.528  0.08
49 H 2.722 -20.156 5.176  0.05
50 H 2.331 -22.081 6.353  0.10
51 H 1.002 -22.005 7.492  0.11
52 C 5.537 -19.843 6.530  -0.06
53 C 6.256 -19.775 5.196  -0.41
54 C 7.333 -20.893 5.308  -0.18
55 O 8.314 -20.424 6.245  -0.18
56 C 9.386 -21.345 6.320  -0.12
57 N 5.325 -19.890 4.091  0.06
58 H 4.929 -20.845 6.476  0.12
59 H 4.899 -19.018 6.833  0.04
60 H 6.124 -19.929 7.423  0.05
61 H 6.859 -18.927 5.158  0.10
62 H 7.716 -21.003 4.277  0.13
63 H 6.942 -21.757 5.731  0.09
64 H 10.098 -20.985 7.068  0.09
65 H 10.026 -21.362 5.421  0.09
66 H 9.098 -22.338 6.581  0.07
67 H 5.785 -19.675 3.228  0.09
68 H 4.554 -19.252 4.239  0.07
69 C 2.997 -15.141 6.451  -0.06
70 C 3.790 -15.379 5.189  -0.42
71 C 5.157 -16.066 5.485  -0.17
72 O 6.223 -15.060 5.511  -0.20
73 C 7.591 -15.580 5.481  -0.07
74 N 3.014 -16.257 4.334  0.03
75 H 2.596 -16.050 6.812  0.04
76 H 2.166 -14.427 6.289  0.09
77 H 3.603 -14.678 7.246  0.10
78 H 4.126 -14.478 4.673  0.14
79 H 5.342 -16.780 4.667  0.11
80 H 5.082 -16.564 6.452  0.11
81 H 8.164 -14.734 5.709  0.06
82 H 7.871 -15.872 4.495  0.07
83 H 7.678 -16.387 6.215  0.09
84 H 2.059 -15.981 4.160  0.07
85 H 3.345 -16.332 3.392  0.07
86 C 6.005 -17.178 10.481  -0.07
87 C 5.174 -18.436 10.601  -0.42
88 C 3.822 -18.415 9.786  -0.20
89 O 2.938 -17.483 10.334  -0.18
90 C 1.673 -17.561 9.750  -0.12
91 N 5.939 -19.543 10.038  0.03
92 H 6.894 -17.366 11.117  0.08
93 H 5.616 -16.258 10.869  0.07
94 H 6.261 -16.987 9.398  0.09
95 H 4.941 -18.555 11.697  0.15
96 H 3.261 -19.361 9.701  0.13
97 H 3.977 -18.106 8.740  0.10
98 H 0.958 -18.178 10.303  0.10
99 H 1.737 -17.880 8.742  0.04
100 H 1.193 -16.592 9.764  0.09
101 H 6.864 -19.496 10.402  0.06
102 H 5.549 -20.450 10.321  0.09

Its orbital gap is 0.36333 Ha. The SMILES is COC[C@H](C)N.COC[C@H](C)N.COC[C@H](C)N.NC(N)=O.NC(N)=O.NC(N)=O.CCO.CCO.CCO. The maximum force comes out at 2.94 eV/A. The net charge is 0. The value obtained for the relative energy (zero: lowest compared OMol25 entry of this formula, charge and spin) is 62.15 kJ/mol.

---

Below is C4H10N2 in the gas phase in a non-equilibrium geometry, with properties calculated with ωB97M-V/def2-TZVPD.

Last column: natural (NBO) charge in e.
CARTESIAN COORDINATES (ANGSTROEM)
1 C 0.644 -2.092 -1.326  -0.61
2 C -0.134 -1.448 -0.169  -0.40
3 C -0.516 -0.056 -0.732  -0.24
4 N 0.985 1.751 1.026  -0.85
5 C -0.309 1.207 1.237  0.28
6 N -1.112 0.838 0.281  -0.48
7 H -0.014 -2.061 -2.209  0.21
8 H 1.619 -1.622 -1.444  0.20
9 H 0.875 -3.142 -1.122  0.21
10 H -1.085 -1.990 -0.020  0.21
11 H 0.503 -1.192 0.715  0.21
12 H -1.249 -0.138 -1.515  0.20
13 H 0.417 0.427 -1.046  0.14
14 H 1.108 2.623 1.510  0.39
15 H 1.205 1.755 0.044  0.37
16 H -0.675 1.663 2.144  0.16

Its orbital gap is 0.34527 Ha. The SMILES is CCC/N=C\N. The maximum force comes out at 4.31 eV/A. The net charge is 0. The value obtained for the relative energy (zero: lowest compared OMol25 entry of this formula, charge and spin) is 165.87 kJ/mol.

---

Below is C4H8N2O2 in the gas phase in a non-equilibrium geometry, with properties calculated with ωB97M-V/def2-TZVPD.

Last column: natural (NBO) charge in e.
CARTESIAN COORDINATES (ANGSTROEM)
1 C 0.028 -0.459 1.306  0.09
2 C 1.093 0.096 -0.812  -0.08
3 C 1.073 1.601 -0.655  -0.65
4 N -1.176 -0.804 0.526  -0.24
5 O 1.170 -0.631 0.568  -0.53
6 O -1.994 0.252 0.044  -0.54
7 C -1.315 -1.988 -0.059  0.38
8 N -1.480 -3.026 -0.524  -0.35
9 H -2.885 0.101 0.398  0.48
10 H 0.080 -1.145 2.162  0.20
11 H -0.148 0.583 1.617  0.18
12 H 2.039 -0.268 -1.207  0.20
13 H 0.296 -0.247 -1.478  0.19
14 H 0.093 1.962 -0.349  0.22
15 H 1.812 1.916 0.079  0.22
16 H 1.316 2.057 -1.615  0.23

Its orbital gap is 0.37336 Ha. The SMILES is CCOCN(O)C#N. The maximum force comes out at 2.78 eV/A. The net charge is 0. The value obtained for the relative energy (zero: lowest compared OMol25 entry of this formula, charge and spin) is 430.86 kJ/mol.

---

Below is a molecular structure, C61H47AlN5O4Te, with properties calculated with ωB97M-V/def2-TZVPD.

Last column: Löwdin charge in e.
CARTESIAN COORDINATES (ANGSTROEM)
1 Al -0.376 -0.399 0.299  -0.06
2 C -7.302 6.562 0.672  -0.07
3 O -5.899 6.783 0.629  -0.07
4 C -5.098 5.698 0.567  -0.28
5 C -3.728 5.951 0.522  0.01
6 C -2.831 4.905 0.459  -0.03
7 C -3.271 3.578 0.433  -0.21
8 C -4.639 3.341 0.473  -0.02
9 C -5.557 4.384 0.543  0.00
10 C -2.320 2.432 0.354  -0.07
11 C -2.362 1.617 -0.778  -0.21
12 C -3.118 1.928 -1.956  0.03
13 C -2.904 0.927 -2.842  0.04
14 C -2.023 -0.008 -2.212  -0.20
15 N -1.678 0.433 -0.957  0.07
16 C -1.652 -1.226 -2.775  -0.06
17 C -0.817 -2.130 -2.138  -0.21
18 C -0.473 -3.410 -2.685  0.03
19 C 0.329 -4.023 -1.785  0.03
20 C 0.498 -3.116 -0.686  -0.22
21 C 1.331 -3.369 0.399  -0.08
22 C 1.942 -4.726 0.531  -0.22
23 C 1.153 -5.802 0.913  -0.02
24 C 1.685 -7.082 1.045  0.00
25 C 3.035 -7.291 0.787  -0.28
26 O 3.651 -8.491 0.880  -0.07
27 C 2.862 -9.599 1.291  -0.07
28 C 3.838 -6.219 0.400  0.01
29 C 3.296 -4.955 0.276  -0.03
30 C 1.600 -2.417 1.374  -0.22
31 N 0.992 -1.189 1.493  0.09
32 C 1.518 -0.628 2.640  -0.19
33 C 1.113 0.557 3.234  -0.06
34 C 1.693 0.913 4.566  -0.23
35 C 0.948 0.715 5.720  -0.02
36 C 1.460 1.028 6.976  0.00
37 C 2.745 1.550 7.080  -0.28
38 O 3.335 1.890 8.248  -0.07
39 C 2.592 1.681 9.440  -0.07
40 C 3.504 1.752 5.928  0.01
41 C 2.982 1.435 4.689  -0.02
42 C 0.139 1.389 2.686  -0.20
43 C -0.338 2.580 3.325  0.04
44 C -1.320 3.081 2.543  0.03
45 C -1.427 2.224 1.400  -0.22
46 N -0.524 1.189 1.497  0.06
47 C 2.477 -1.517 3.227  0.04
48 C 2.521 -2.624 2.452  0.03
49 N -0.213 -1.958 -0.911  0.09
50 C -2.250 -1.615 -4.088  -0.23
51 C -1.666 -1.239 -5.297  -0.02
52 C -2.240 -1.595 -6.502  0.01
53 C -3.418 -2.342 -6.521  -0.28
54 O -3.908 -2.643 -7.745  -0.07
55 C -5.109 -3.400 -7.801  -0.07
56 C -4.010 -2.728 -5.323  0.00
57 C -3.421 -2.359 -4.117  -0.01
58 H -7.762 7.544 0.710  0.09
59 H -7.584 5.995 1.561  0.10
60 H -7.646 6.036 -0.220  0.10
61 H -3.393 6.982 0.530  0.13
62 H -1.768 5.116 0.411  0.13
63 H -4.999 2.318 0.458  0.12
64 H -6.613 4.162 0.583  0.10
65 H -3.717 2.816 -2.085  0.12
66 H -3.301 0.822 -3.840  0.13
67 H -0.807 -3.775 -3.645  0.13
68 H 0.792 -4.996 -1.855  0.12
69 H 0.098 -5.644 1.118  0.12
70 H 1.042 -7.897 1.348  0.10
71 H 3.531 -10.452 1.320  0.09
72 H 2.056 -9.795 0.582  0.10
73 H 2.441 -9.436 2.285  0.10
74 H 4.886 -6.405 0.198  0.13
75 H 3.929 -4.129 -0.030  0.13
76 H -0.051 0.299 5.642  0.13
77 H 0.853 0.857 7.855  0.10
78 H 3.232 1.999 10.256  0.09
79 H 2.339 0.626 9.568  0.10
80 H 1.677 2.277 9.445  0.10
81 H 4.502 2.162 6.032  0.12
82 H 3.579 1.600 3.799  0.13
83 H 0.033 2.968 4.260  0.12
84 H -1.923 3.958 2.718  0.12
85 H 3.034 -1.313 4.129  0.12
86 H 3.117 -3.512 2.595  0.12
87 H -0.750 -0.658 -5.293  0.12
88 H -1.795 -1.308 -7.446  0.12
89 H -5.332 -3.535 -8.854  0.09
90 H -5.934 -2.868 -7.322  0.10
91 H -4.983 -4.377 -7.330  0.10
92 H -4.922 -3.309 -5.313  0.10
93 H -3.883 -2.661 -3.182  0.12
94 N 2.201 0.513 -1.595  0.23
95 C 1.300 0.457 -0.878  0.10
96 H 2.989 0.593 -2.207  0.12
97 Te -2.733 -1.179 1.677  1.60
98 C -3.692 -2.664 0.516  -0.48
99 C -5.056 -2.550 0.268  -0.14
100 C -5.699 -3.516 -0.497  -0.08
101 C -4.984 -4.590 -1.008  -0.08
102 C -3.622 -4.705 -0.753  -0.07
103 C -2.973 -3.741 0.006  -0.13
104 C -2.311 -2.423 3.331  -0.49
105 C -3.164 -2.389 4.430  -0.14
106 C -2.923 -3.232 5.508  -0.08
107 C -1.838 -4.099 5.488  -0.07
108 C -0.988 -4.126 4.389  -0.07
109 C -1.222 -3.285 3.309  -0.13
110 H -5.615 -1.712 0.666  0.09
111 H -6.762 -3.429 -0.687  0.11
112 H -5.489 -5.343 -1.602  0.11
113 H -3.060 -5.543 -1.149  0.11
114 H -1.915 -3.836 0.204  0.08
115 H -4.009 -1.713 4.447  0.09
116 H -3.586 -3.212 6.364  0.11
117 H -1.654 -4.753 6.331  0.11
118 H -0.138 -4.800 4.369  0.11
119 H -0.558 -3.306 2.458  0.07

Its orbital gap is 0.20751 Ha. The maximum force comes out at 0.50 eV/A. The net charge is +1.

---

Going through the records in order, we get electronic energy values of -2007.87775 -267.86215 -417.09185 -3437.85256 a.u..